1.
Molecular formula: C33H73N4O3
Method: DFT, wB97M-V/def2-TZVPD

Properties
Multiplicity: 1
Orbital gap: 5.384 eV
HOMO level: -10.941 eV
Total charge: +3

```
113
Properties=species:S:1:pos:R:3:forces:R:3
O 1.117049 3.943565 -2.104804 1.79 0.40 -1.38
C 0.371701 3.327948 -1.207631 -3.08 -0.97 2.95
O -0.473695 4.067561 -0.646832 -0.47 1.62 0.09
O 0.459965 2.150231 -0.905960 1.66 -2.78 -0.76
H 0.747672 4.785917 -1.829858 0.19 1.42 -0.82
C 3.154415 6.507473 5.025324 0.22 -0.59 -0.79
C 4.458556 6.190094 4.311268 -0.27 -0.64 -0.32
C 4.289664 4.852412 3.445835 1.94 1.12 -0.59
N 5.429051 4.789562 2.360403 0.80 -0.75 0.92
C 6.849908 4.944964 2.963996 -1.03 -0.09 -0.51
C 5.235820 5.846256 1.274451 -0.56 -0.78 0.15
C 5.685850 5.204295 -0.068687 -0.85 0.74 1.27
C 5.737604 3.696543 0.165685 -0.17 -0.31 -0.82
C 5.393651 3.407539 1.614090 0.42 0.71 0.59
H 3.257378 7.324573 5.739351 -0.04 -0.33 0.09
H 2.900370 5.540266 5.458983 -0.73 0.43 0.61
H 2.431351 6.786219 4.258778 -0.32 -0.05 0.28
H 5.233376 6.100059 5.072612 0.12 -0.57 -0.12
H 4.760741 7.074489 3.750350 0.01 -0.31 -0.66
H 3.389786 4.700822 2.849727 -0.26 0.81 0.13
H 4.356303 3.915513 3.998889 0.39 0.27 0.48
H 7.472662 5.128490 2.088442 0.32 -0.32 0.28
H 7.098587 4.037585 3.514391 0.07 0.06 -0.26
H 6.941803 5.790956 3.645143 -0.41 0.03 -0.27
H 5.791262 6.762563 1.474321 -0.10 -0.20 0.39
H 4.165911 6.031500 1.369671 0.06 0.33 -0.65
H 6.658856 5.641928 -0.291944 -0.18 -0.23 -0.51
H 4.909137 5.455225 -0.791079 0.49 0.15 -0.30
H 6.697566 3.338899 -0.206703 0.07 -0.28 0.58
H 4.989777 3.173638 -0.430487 0.02 0.19 -0.20
H 6.092853 2.724224 2.096046 0.05 0.26 0.14
H 4.408590 2.954187 1.724695 -0.14 0.45 -0.01
C 3.412059 -0.139419 -6.538059 -0.93 -1.15 -0.11
C 2.195860 -0.702022 -5.705421 0.22 0.55 -0.95
C 1.718276 -2.070550 -6.201993 0.44 -0.42 0.79
N 0.804164 -2.759430 -5.135172 -0.24 -1.74 -1.88
C -0.460330 -1.930109 -4.942163 1.45 0.07 0.66
C 0.378208 -4.192975 -5.590061 -0.19 0.87 0.35
C 0.169151 -4.970158 -4.286508 0.27 -1.31 -1.60
C 1.385040 -4.587488 -3.531788 0.84 0.58 1.62
C 1.652207 -3.140392 -3.892731 -0.91 2.20 0.03
H 3.141874 -0.269614 -7.585978 -0.09 0.34 -0.18
H 4.313725 -0.746539 -6.457405 0.07 0.13 0.50
H 3.613885 0.917413 -6.363455 -0.07 -0.24 0.21
H 1.376932 -0.005506 -5.885178 0.00 0.18 0.33
H 2.390222 -0.746173 -4.633804 0.15 0.17 -0.04
H 2.573821 -2.731876 -6.339019 0.03 -0.23 0.27
H 1.252167 -2.054134 -7.187179 -0.56 0.17 0.27
H -0.921648 -1.706095 -5.903987 0.20 -0.26 0.00
H -0.084727 -1.006996 -4.500685 -0.56 0.07 0.17
H -1.151285 -2.455657 -4.283021 0.15 0.08 -0.04
H -0.479775 -4.107974 -6.256943 0.27 -0.11 -0.11
H 1.286497 -4.569061 -6.060886 -0.34 -0.24 -0.35
H -0.777249 -4.883033 -3.752802 0.08 0.59 -0.16
H 0.288343 -6.037281 -4.473940 -0.45 -0.09 -0.40
H 1.195084 -4.804322 -2.480594 0.16 0.71 0.26
H 2.312315 -5.132731 -3.707797 -0.36 -0.44 -0.66
H 1.284146 -2.388321 -3.194872 0.50 -0.25 0.59
H 2.677147 -2.910486 -4.183825 -0.09 -0.15 0.33
C -9.883419 -1.624666 -1.781947 -1.05 -0.40 0.08
C -8.531377 -1.038327 -1.504277 0.23 0.97 0.15
C -8.765301 0.415159 -1.045821 1.64 -0.71 1.25
N -7.485179 1.316274 -1.150993 -1.48 1.63 -2.40
C -6.294229 0.804873 -0.350912 -2.79 1.14 0.39
C -7.908512 2.798565 -0.885642 0.24 -0.72 1.21
C -6.894427 3.650719 -1.592621 -0.64 1.50 1.25
C -6.422523 2.905186 -2.780394 1.25 -1.72 0.61
C -7.134060 1.553963 -2.617449 -0.42 -0.33 -0.58
H -10.493018 -0.927369 -2.356640 0.09 -0.08 -0.36
H -10.463330 -1.765473 -0.869822 0.13 -0.16 0.17
H -9.867067 -2.577586 -2.310887 0.15 0.08 0.07
H -7.935377 -1.050721 -2.416817 0.13 -0.04 0.02
H -8.010748 -1.567593 -0.706202 0.10 -0.22 -0.20
H -8.952047 0.420882 0.028042 -0.15 -0.06 0.10
H -9.690237 0.778600 -1.493604 0.71 0.89 -0.51
H -6.100328 -0.201986 -0.720699 0.65 0.41 0.13
H -6.776364 0.798394 0.626634 0.67 -0.58 0.43
H -5.562328 1.612037 -0.320821 0.45 -0.63 -0.44
H -7.876086 2.941741 0.194433 -0.42 0.07 -0.05
H -8.895129 3.001879 -1.301990 -0.11 -0.71 0.26
H -6.163331 3.900169 -0.823609 0.45 0.38 -0.64
H -7.383908 4.544406 -1.979704 0.08 0.30 0.73
H -5.363199 2.687567 -2.644101 0.20 0.42 -0.65
H -6.638195 3.457132 -3.695245 0.16 -0.61 -0.10
H -6.538688 0.712867 -2.972684 -0.49 -0.01 -0.30
H -8.129305 1.683139 -3.042762 0.19 -0.71 -0.62
C 3.044761 -7.254120 5.564097 -1.61 0.16 -1.23
C 2.478538 -5.831844 5.430592 -0.09 0.86 -0.59
C 1.203165 -5.568024 4.493643 1.54 1.18 0.46
N 1.084926 -3.999515 4.057208 0.51 -2.00 -1.35
C 2.304506 -3.641153 3.057877 -2.39 -1.14 1.81
C 1.091567 -3.106787 5.269871 -0.24 -0.52 -0.74
C 0.315719 -1.874663 4.795965 1.20 0.07 0.42
C -0.688086 -2.362168 3.761783 -0.50 1.08 0.32
C -0.347786 -3.747266 3.353528 1.33 -1.35 1.29
H 3.929931 -7.295391 6.198825 -0.33 0.01 0.03
H 3.287739 -7.557231 4.545671 0.36 -0.36 0.09
H 2.218985 -7.894807 5.873444 0.45 -0.38 0.44
H 3.312173 -5.291215 4.982398 -0.06 0.46 0.11
H 2.319708 -5.434788 6.433198 -0.25 0.22 -0.12
H 0.268985 -5.806974 5.001900 0.04 0.07 -0.14
H 1.298990 -6.100265 3.547268 -0.15 -0.07 0.10
H 2.053519 -2.650160 2.679680 0.49 -0.20 -0.14
H 2.261589 -4.459293 2.338923 0.14 0.48 -0.30
H 3.200562 -3.739716 3.670632 -0.06 0.46 -0.30
H 2.130642 -2.948257 5.558468 -0.15 0.18 0.02
H 0.621252 -3.717958 6.040173 -0.26 0.45 0.20
H 1.011066 -1.195431 4.302760 0.11 0.10 0.20
H -0.123757 -1.331902 5.632842 -0.05 -0.09 -0.14
H -0.633650 -1.709826 2.890236 -0.61 0.18 0.23
H -1.636907 -2.344893 4.298011 -0.36 0.10 -0.80
H -0.384183 -3.961725 2.285455 0.75 0.11 0.07
H -1.025866 -4.469026 3.808890 0.22 -0.08 0.15
```
Positions in Å, forces in eV/Å.

Atom charges from the Löwdin analysis, given in e for atoms 1 to 99: 0.0619, -0.9713, -0.0989, -0.0729, 0.0836, -0.0933, -0.2291, -0.0644, -0.2427, 0.0431, -0.0920, -0.1210, -0.1502, -0.0803, 0.0895, 0.0786, 0.0840, 0.1054, 0.1072, 0.1283, 0.1265, 0.1100, 0.1053, 0.0961, 0.1332, 0.1307, 0.1169, 0.1253, 0.1201, 0.1207, 0.1225, 0.1286, -0.0618, -0.2169, -0.1202, -0.2425, 0.0360, -0.0688, -0.1629, -0.1754, -0.0732, 0.0753, 0.0746, 0.0831, 0.1087, 0.1051, 0.1272, 0.1412, 0.1155, 0.1004, 0.1062, 0.1380, 0.1377, 0.1238, 0.1312, 0.1231, 0.1301, 0.1341, 0.1294, -0.0982, -0.2398, -0.1061, -0.2439, 0.0676, -0.0886, -0.1828, -0.1397, -0.1089, 0.0817, 0.0909, 0.0894, 0.1073, 0.1118, 0.1341, 0.1287, 0.1057, 0.1073, 0.1166, 0.1387, 0.1399, 0.1272, 0.1338, 0.1223, 0.1349, 0.1312, 0.1388, -0.0808, -0.2273, -0.0431, -0.2153, 0.0808, -0.1152, -0.1407, -0.1700, -0.0705, 0.0916, 0.0762, 0.0816, 0.0856


2.
Molecular formula: C33H75N5O8
Method: DFT, wB97M-V/def2-TZVPD

Properties
Multiplicity: 1
Orbital gap: 9.662 eV
HOMO level: -9.107 eV
SMILES string: CCCCCCCCC[C@@H]1OC(=O)C[C@@]1(CN)CCOC=O.COC[C@@H](C)N.COC[C@@H](C)N.COC[C@@H](C)N.COC[C@@H](C)N

```
121
Properties=species:S:1:pos:R:3:forces:R:3
C -0.446559 -1.113252 2.600517 -0.14 0.07 0.15
C -0.796159 0.318119 2.193670 0.13 -0.02 -0.03
C -0.406586 0.740529 0.753171 -0.11 -0.21 0.04
C 0.193203 -0.359089 -0.123542 0.18 0.08 -0.16
C 0.852147 0.156317 -1.408262 -0.14 -0.08 0.07
C -0.133465 0.642814 -2.475150 0.25 0.03 -0.14
C -0.573699 2.111696 -2.361556 -0.08 -0.01 -0.11
C -2.029951 2.362995 -2.775414 -0.04 0.04 0.04
C -3.029814 1.385543 -2.129484 -0.15 0.03 0.06
C -4.157040 2.051731 -1.371855 0.19 -0.16 0.00
O -3.675400 3.093499 -0.483638 -0.27 0.14 -0.37
C -4.793584 3.502180 0.186787 0.10 -0.31 -0.09
O -4.945824 4.615208 0.572846 0.02 0.29 0.33
C -5.738873 2.314945 0.322465 0.24 0.21 0.06
C -5.026079 1.184675 -0.444810 -0.27 0.11 0.42
C -4.166463 0.398875 0.571437 0.06 -0.18 -0.14
N -4.904553 -0.310788 1.613533 -0.06 0.13 0.07
C -6.008929 0.280013 -1.195600 0.02 -0.06 -0.07
C -5.410892 -1.009161 -1.763841 -0.05 0.04 -0.43
O -6.018815 -2.131196 -1.083306 0.40 0.22 0.59
C -5.182691 -3.171017 -0.833392 -0.33 -0.13 0.02
O -4.573035 -3.763092 -1.666918 0.38 0.10 -0.16
H -0.903011 -1.849347 1.936188 0.10 -0.01 -0.03
H -0.824221 -1.310457 3.606324 0.02 0.00 -0.01
H 0.632593 -1.276471 2.626781 -0.02 -0.03 -0.09
H -0.294804 0.994404 2.890356 -0.09 0.02 0.02
H -1.870628 0.458777 2.341563 0.06 -0.02 0.02
H -1.297312 1.132955 0.254579 0.10 0.13 0.03
H 0.321540 1.550548 0.810775 -0.06 0.03 -0.02
H -0.565718 -1.098171 -0.403338 0.05 -0.06 0.09
H 0.964671 -0.900801 0.430270 -0.09 -0.01 0.09
H 1.426954 -0.668629 -1.840598 0.04 0.02 0.06
H 1.564969 0.946652 -1.143256 0.01 0.00 -0.12
H -0.990500 -0.036670 -2.461432 0.03 0.03 -0.03
H 0.328199 0.506567 -3.457929 -0.07 -0.01 -0.01
H 0.065627 2.698739 -3.025928 0.02 0.12 0.15
H -0.413130 2.505182 -1.355172 -0.04 -0.16 0.03
H -2.309702 3.378101 -2.487734 0.10 0.03 -0.07
H -2.107119 2.320388 -3.864480 -0.04 -0.10 0.02
H -3.513213 0.781192 -2.903738 0.07 -0.08 0.05
H -2.517152 0.686666 -1.468153 0.03 0.10 0.01
H -4.825760 2.555624 -2.085263 0.04 -0.10 -0.07
H -5.824537 2.124804 1.394209 -0.19 -0.11 -0.07
H -6.729033 2.579931 -0.051144 0.04 -0.03 -0.08
H -3.544435 -0.337470 0.057174 0.02 0.06 -0.06
H -3.461688 1.089295 1.038411 -0.08 -0.02 0.03
H -5.814737 -0.624585 1.299345 0.07 -0.08 -0.04
H -5.047256 0.259038 2.436226 0.00 -0.01 -0.02
H -6.813551 -0.012447 -0.517614 -0.03 0.01 -0.05
H -6.484561 0.849816 -1.998782 0.01 0.05 0.06
H -5.573942 -1.094782 -2.838731 -0.14 -0.08 0.04
H -4.333533 -1.054782 -1.611785 -0.01 -0.04 -0.02
H -5.143881 -3.418632 0.237801 -0.23 -0.05 -0.05
C -0.535308 -4.675506 -1.432931 -0.05 0.07 0.02
O 0.451065 -3.701076 -1.146950 -0.06 0.02 0.00
C 1.721025 -4.196281 -0.776497 0.05 0.04 0.03
C 2.621240 -4.555294 -1.964361 -0.03 -0.01 -0.06
C 2.240846 -5.855443 -2.663648 0.03 -0.03 -0.02
N 2.675875 -3.475684 -2.953678 -0.03 0.06 0.05
H -0.423024 -5.552793 -0.788108 0.00 -0.01 -0.01
H -0.507049 -4.994525 -2.477683 0.03 -0.05 0.02
H -1.508190 -4.221719 -1.246179 0.00 0.00 0.01
H 2.200298 -3.382554 -0.224115 -0.04 0.02 0.00
H 1.612380 -5.043892 -0.086473 0.01 -0.04 -0.05
H 3.631976 -4.679568 -1.561956 -0.01 0.01 0.05
H 1.359368 -5.726392 -3.292640 -0.01 0.01 0.02
H 3.055263 -6.182658 -3.309531 -0.01 0.03 -0.02
H 2.034576 -6.649350 -1.943628 -0.01 0.00 0.00
H 3.050768 -2.637262 -2.519402 0.07 -0.02 -0.03
H 1.718382 -3.232241 -3.197157 0.01 -0.03 -0.04
C 2.381985 3.173128 2.273465 -0.06 -0.01 -0.03
O 2.334851 1.767212 2.110625 0.05 0.02 0.05
C 3.576902 1.119922 1.918211 -0.01 -0.07 -0.06
C 4.334338 0.815933 3.215419 -0.02 0.02 0.06
C 4.989361 2.039214 3.844344 0.06 0.01 0.03
N 3.482923 0.167109 4.215574 -0.06 0.02 -0.06
H 3.179625 3.614841 1.667923 0.01 0.01 0.01
H 2.520448 3.464773 3.317487 0.04 0.01 -0.01
H 1.423979 3.569058 1.935280 0.00 0.00 -0.01
H 3.334431 0.169718 1.432975 -0.04 0.01 0.00
H 4.200973 1.695897 1.221533 0.03 0.02 0.05
H 5.128905 0.109697 2.953487 -0.02 -0.01 -0.04
H 4.248028 2.661547 4.345688 -0.01 0.02 -0.04
H 5.717575 1.732110 4.594691 -0.03 -0.02 0.02
H 5.502762 2.650048 3.099623 -0.02 0.00 -0.01
H 3.145336 -0.722214 3.860359 0.07 -0.04 0.04
H 2.645552 0.734468 4.322927 0.00 0.00 -0.01
C 2.653431 -3.658286 -6.459815 0.13 0.06 0.00
O 2.546773 -3.280436 -7.820321 -0.07 -0.05 0.03
C 1.259435 -3.422947 -8.384234 -0.01 0.00 -0.07
C 0.300336 -2.260324 -8.095061 0.02 0.05 0.08
C -0.260576 -2.255688 -6.676291 -0.05 -0.01 0.01
N 0.897030 -0.952625 -8.373829 0.06 -0.07 -0.06
H 2.006542 -4.510908 -6.228719 -0.02 0.01 0.01
H 2.413335 -2.834903 -5.785465 -0.04 -0.04 0.03
H 3.687742 -3.945460 -6.277698 0.00 -0.01 -0.01
H 1.418609 -3.474311 -9.464503 0.03 0.02 0.01
H 0.813229 -4.376865 -8.070436 -0.02 0.02 0.02
H -0.542952 -2.385355 -8.782586 0.01 -0.04 -0.01
H 0.476952 -1.895453 -5.958153 0.02 -0.02 -0.01
H -1.121439 -1.589975 -6.618485 0.02 0.03 -0.01
H -0.578633 -3.254253 -6.370051 0.01 0.00 0.00
H 1.157983 -0.897680 -9.353290 -0.05 0.03 -0.01
H 1.775533 -0.893660 -7.865985 -0.03 0.03 0.03
C 1.671221 5.943731 7.222966 -0.01 0.02 -0.06
O 2.255985 4.944313 6.412103 -0.02 -0.01 0.02
C 3.308679 4.210725 7.007936 0.10 -0.06 -0.05
C 2.863360 3.044807 7.898914 -0.10 0.01 0.06
C 2.328893 3.479956 9.259407 0.02 -0.02 0.05
N 1.877839 2.177306 7.252676 0.04 0.08 -0.13
H 2.418689 6.418221 7.866965 -0.01 0.00 0.01
H 0.865924 5.548233 7.846781 0.03 0.01 0.04
H 1.251827 6.697675 6.557847 0.00 0.00 0.00
H 3.879682 3.799442 6.172849 -0.01 0.01 -0.01
H 3.977685 4.886352 7.558377 -0.04 0.00 0.04
H 3.757651 2.437446 8.072555 0.04 0.04 -0.02
H 1.316158 3.876852 9.181522 0.01 0.01 -0.02
H 2.290115 2.625451 9.933992 -0.03 -0.01 -0.02
H 2.963747 4.244809 9.710872 0.00 0.00 0.00
H 2.283237 1.760787 6.419836 0.04 -0.09 0.07
H 1.110446 2.755824 6.922062 -0.02 -0.02 0.03
```
Positions in Å, forces in eV/Å.

Atom charges from the Löwdin analysis, given in e for atoms 1 to 99: -0.1095, -0.2272, -0.1920, -0.2126, -0.1961, -0.1977, -0.1890, -0.1659, -0.1255, -0.2451, 0.0435, -0.4611, 0.1500, -0.0089, -0.3764, -0.2124, 0.0416, -0.0885, -0.1547, -0.0498, -0.3414, 0.1038, 0.0704, 0.0716, 0.0580, 0.0940, 0.0796, 0.0779, 0.0863, 0.1064, 0.0927, 0.0894, 0.1136, 0.0981, 0.1070, 0.1105, 0.1026, 0.1097, 0.1128, 0.1274, 0.0836, 0.1677, 0.1280, 0.1400, 0.1021, 0.1126, 0.0623, 0.0683, 0.1225, 0.1277, 0.1301, 0.1032, 0.1472, -0.0912, -0.2033, -0.2062, -0.4281, -0.0655, 0.0507, 0.0925, 0.0764, 0.0794, 0.1172, 0.1215, 0.1355, 0.0623, 0.0754, 0.0788, 0.0684, 0.0683, -0.0865, -0.2164, -0.2008, -0.4267, -0.0628, 0.0502, 0.0937, 0.0752, 0.0886, 0.1178, 0.1225, 0.1359, 0.0417, 0.0795, 0.0820, 0.0680, 0.0585, -0.1148, -0.1884, -0.2140, -0.4362, -0.0706, 0.0372, 0.0861, 0.0596, 0.0871, 0.1206, 0.1185, 0.1335


| no. | LUMO level (eV) |
| --- | --- |
| 1 | -5.56 |
| 2 | 0.56 |